1.
{"formula": "C14H9FN6S2", "method": "ωB97M-V/def2-TZVPD", "elements": ["F", "N", "N", "N", "N", "N", "S", "S", "C", "C", "C", "C", "C", "C", "C", "C", "C", "C", "C", "C", "C", "N", "C", "H", "H", "H", "H", "H", "H", "H", "H", "H"], "xyz": [[2.005276, -2.783288, -4.537219], [1.309055, 3.982980, 1.633673], [1.834156, 3.675078, 2.754798], [1.021344, 2.875573, 0.862822], [-1.107611, 0.525339, 2.743340], [-3.075287, -0.868290, 2.876922], [1.019831, 0.095768, 1.137763], [-3.454806, -2.948111, 1.227029], [1.317358, 1.854403, 1.682180], [-2.151084, -3.235344, 0.162509], [-1.154388, -2.258268, 0.080425], [-2.378717, 0.256694, 3.238067], [-0.630527, -0.194968, 1.742713], [-2.597334, -1.579341, 1.891761], [1.098149, -1.282702, -2.982101], [0.959030, -3.749782, -2.718412], [0.395382, -1.230938, -1.756563], [0.249763, -3.690021, -1.574713], [1.401447, -2.546118, -3.394021], [-1.394787, -1.285776, 1.171520], [-0.079548, -2.400560, -1.069930], [1.763115, 2.311068, 2.888046], [1.637305, 1.532455, 4.117415], [-2.099358, -3.924281, -0.559878], [-2.828135, 1.069949, 3.706862], [1.380449, -0.434263, -3.547291], [1.504292, -4.635746, -2.956982], [0.127068, -0.222378, -1.491983], [0.180327, -4.683925, -1.125175], [0.673337, 1.410648, 4.533680], [2.152481, 0.519441, 4.082617], [2.105117, 2.157003, 4.890321]], "forces_ev_per_angstrom": [[1.01, 0.21, -1.18], [1.11, -0.49, -0.89], [-1.35, -0.64, 1.11], [0.63, -0.77, 2.24], [-1.57, 0.06, 0.23], [-0.04, 3.01, 1.59], [0.34, 1.75, 0.91], [0.58, -0.03, 0.53], [-1.35, -0.26, -1.05], [1.75, 4.02, 0.96], [-0.13, -0.96, 0.25], [2.04, -3.23, -3.74], [-0.98, -1.12, 0.01], [1.25, 0.02, -1.14], [-0.34, -1.67, 1.47], [2.14, 2.34, -1.14], [-0.80, -1.17, -0.31], [0.20, 0.63, 0.73], [-1.66, -2.14, 0.92], [0.73, 0.19, 0.05], [-1.22, 1.61, 0.94], [-0.92, -1.12, -2.13], [2.76, 0.24, 1.23], [-0.62, -2.94, -2.30], [-0.81, 0.68, 1.51], [0.21, 0.77, -0.29], [-0.23, -0.67, -0.66], [-0.34, -0.09, 0.67], [-0.79, 0.72, 0.64], [-1.49, -0.10, -0.63], [-0.55, 1.48, -0.34], [0.44, -0.34, -0.19]], "mulliken_charge": [-0.301, -0.360, -0.362, -0.301, -0.461, -0.606, -0.102, -0.222, 0.454, -1.205, 0.465, -0.321, 0.605, 0.120, -0.903, -0.589, -0.254, -0.418, 0.493, 0.322, 0.323, 0.474, -0.705, 0.703, 0.438, 0.480, 0.334, 0.594, 0.417, 0.299, 0.248, 0.343], "de_lowest_kcal_mol": 38.0, "multiplicity": 1}


2.
{"formula": "C5H6O", "method": "ωB97M-V/def2-TZVPD", "elements": ["C", "C", "C", "C", "O", "C", "H", "H", "H", "H", "H", "H"], "xyz": [[-1.458425, 0.570301, 1.312026], [-1.478687, 0.355114, 0.009298], [-0.331812, 0.027487, -0.536207], [0.960215, 0.723306, -0.785944], [1.621808, -0.548458, -0.910398], [0.425839, -1.254881, -0.526994], [-2.236037, 0.666784, 2.040639], [-0.429781, 0.524813, 1.690818], [1.026399, 1.378811, -1.652373], [1.305894, 1.275303, 0.111897], [0.505235, -1.704351, 0.480616], [0.089351, -2.014231, -1.233380]], "forces_ev_per_angstrom": [[-0.09, -0.09, 0.74], [0.81, -0.13, 0.66], [-0.12, -0.03, -0.64], [0.01, 0.23, -0.37], [0.43, -0.12, -0.16], [-0.10, -0.26, -0.26], [-0.60, 0.43, -0.05], [-0.51, 0.07, 0.78], [0.26, -0.10, -0.17], [-0.26, -0.13, -0.20], [-0.11, 0.21, -0.20], [0.29, -0.07, -0.13]], "mulliken_charge": [-0.748, -0.025, 0.140, -0.167, -0.404, -0.172, 0.293, 0.129, 0.250, 0.223, 0.236, 0.244], "de_lowest_kcal_mol": 105.6, "multiplicity": 1}


3.
{"formula": "C17H58BBrNO10S", "method": "ωB97M-V/def2-TZVPD", "elements": ["C", "C", "S", "C", "B", "C", "N", "C", "C", "C", "Br", "H", "H", "H", "H", "H", "H", "H", "H", "H", "H", "H", "H", "H", "H", "H", "H", "H", "H", "C", "O", "H", "H", "H", "H", "C", "O", "H", "H", "H", "H", "C", "O", "H", "H", "H", "H", "C", "O", "H", "H", "H", "H", "C", "O", "H", "H", "H", "H", "C", "O", "H", "H", "H", "H", "C", "O", "H", "H", "H", "H", "C", "O", "H", "H", "H", "H", "C", "O", "H", "H", "H", "H", "C", "O", "H", "H", "H", "H"], "xyz": [[4.933590, -0.130854, 0.555798], [3.637005, -0.891254, 0.331970], [2.690637, -1.023691, 1.855188], [1.019968, -1.294156, 1.192357], [0.013829, -0.002316, 0.898534], [-1.122443, -0.490185, -0.187509], [-2.257123, -1.297202, 0.328856], [0.764211, 1.365566, 0.352503], [0.711348, 2.660459, 1.136796], [-0.637072, 3.087294, 1.660423], [2.020410, 2.676735, 2.638758], [5.459800, 0.047161, -0.383693], [5.606965, -0.679974, 1.215381], [4.716920, 0.831377, 1.020193], [3.860924, -1.896127, -0.044449], [3.028695, -0.393763, -0.421847], [1.140409, -1.939247, 0.313653], [0.563254, -1.941297, 1.943022], [-0.609505, 0.213394, 1.957233], [-1.547851, 0.385534, -0.695330], [-0.662647, -1.101337, -0.977277], [-2.008539, -2.275094, 0.382330], [-2.467751, -0.987372, 1.269458], [1.811841, 1.184573, 0.095094], [0.284859, 1.668392, -0.593339], [1.089761, 3.479358, 0.534021], [-1.259419, 3.292806, 0.785993], [-0.550756, 4.017839, 2.222591], [-1.126619, 2.358638, 2.300272], [-2.350818, -4.181797, 3.082746], [-1.283378, -3.567137, 2.391449], [-3.264227, -3.878846, 2.571328], [-2.290075, -5.272852, 3.051923], [-2.419348, -3.856198, 4.127083], [-0.444148, -3.785317, 2.814448], [-1.726239, -6.763196, 0.291746], [-2.897184, -6.761313, 1.095646], [-0.899524, -7.010921, 0.954400], [-1.771195, -7.512434, -0.504524], [-1.526008, -5.782427, -0.145549], [-3.645859, -6.512810, 0.547062], [0.217111, 4.286441, -2.093811], [-0.322622, 4.860919, -0.914394], [-0.461962, 3.487724, -2.386536], [0.295411, 5.001123, -2.916726], [1.201630, 3.842761, -1.905071], [0.282905, 5.542348, -0.603992], [-0.797523, 3.757652, 5.525966], [-1.973406, 2.980823, 5.349784], [-1.079173, 4.788535, 5.319159], [-0.417202, 3.701982, 6.552317], [0.002364, 3.463370, 4.844488], [-1.740635, 2.052099, 5.435874], [2.056176, -4.401575, 4.911652], [1.084504, -3.889369, 4.017775], [2.151527, -5.463373, 4.692906], [3.029391, -3.927824, 4.763605], [1.756306, -4.288112, 5.957489], [1.010400, -2.936925, 4.147255], [3.635216, 5.014230, -0.128278], [2.413244, 5.515280, 0.387922], [3.692777, 5.334022, -1.168117], [4.504351, 5.410940, 0.405372], [3.672221, 3.921627, -0.092676], [2.344717, 5.210848, 1.302729], [-5.170655, -0.759901, -1.804821], [-3.950101, -0.058210, -1.824888], [-5.922142, -0.111333, -2.258798], [-5.114791, -1.686897, -2.392041], [-5.498021, -1.018716, -0.792736], [-3.288532, -0.637612, -1.396952], [1.948462, 4.798027, -5.677814], [0.738324, 5.476714, -5.387865], [2.459088, 4.663035, -4.726402], [1.776341, 3.811230, -6.115893], [2.600335, 5.373234, -6.342520], [0.243218, 5.603154, -6.201445], [-4.746361, -1.485985, -5.547723], [-4.036094, -0.303139, -5.240585], [-4.721318, -1.596269, -6.631100], [-4.284727, -2.371322, -5.099296], [-5.793192, -1.436186, -5.229966], [-4.015715, -0.180024, -4.280908], [2.798089, -2.949225, -3.032908], [1.707484, -2.511861, -2.251705], [2.600324, -2.627697, -4.054647], [3.746905, -2.504738, -2.712143], [2.909564, -4.039537, -3.033040], [1.869130, -2.752278, -1.333245]], "forces_ev_per_angstrom": [[0.00, 0.08, 0.05], [0.22, -0.16, -0.22], [0.06, 0.07, 0.22], [-0.21, 0.04, 0.12], [-0.12, -0.10, 0.22], [0.27, 0.01, 0.03], [-0.44, 0.03, -0.55], [-0.08, -0.19, -0.09], [-0.19, 0.07, -0.12], [-0.15, 0.17, 0.05], [0.19, 0.06, 0.25], [0.00, -0.03, -0.06], [0.00, -0.01, 0.07], [0.03, 0.06, 0.00], [-0.02, 0.00, -0.05], [-0.08, 0.04, 0.02], [0.02, -0.01, -0.05], [-0.13, -0.04, -0.06], [0.17, 0.09, -0.05], [-0.02, 0.04, 0.00], [0.05, 0.13, -0.13], [0.20, 0.04, 0.30], [0.06, -0.11, 0.08], [0.08, 0.06, -0.03], [0.01, -0.13, -0.06], [0.13, -0.01, 0.02], [-0.08, -0.10, 0.09], [0.00, 0.11, -0.03], [0.12, -0.21, -0.07], [0.06, -0.03, 0.04], [-0.05, 0.00, -0.12], [-0.04, -0.03, 0.03], [-0.03, 0.03, 0.01], [0.05, 0.05, -0.01], [-0.06, -0.20, 0.06], [0.09, 0.08, 0.06], [-0.09, -0.16, -0.10], [0.03, 0.00, -0.02], [-0.03, -0.01, 0.01], [-0.02, 0.02, 0.02], [0.03, 0.06, 0.01], [0.02, -0.07, 0.12], [-0.14, 0.28, -0.21], [0.02, -0.02, -0.05], [-0.03, 0.03, 0.02], [0.00, -0.02, -0.01], [0.17, -0.13, 0.06], [0.00, 0.00, 0.01], [0.00, -0.04, 0.14], [0.06, 0.02, -0.01], [-0.05, 0.00, 0.02], [-0.03, 0.00, -0.09], [0.03, 0.01, -0.12], [0.06, -0.07, -0.07], [-0.15, 0.14, 0.15], [0.02, -0.01, 0.03], [-0.01, 0.03, -0.03], [-0.03, 0.02, -0.01], [0.15, 0.03, -0.10], [-0.02, -0.07, -0.14], [0.13, 0.18, 0.18], [0.02, -0.02, 0.00], [-0.03, 0.02, 0.02], [-0.03, 0.00, 0.02], [-0.13, -0.12, -0.04], [-0.05, 0.03, -0.12], [0.05, -0.33, -0.36], [-0.06, -0.05, 0.02], [-0.08, -0.01, 0.03], [0.08, 0.04, 0.03], [-0.02, 0.29, 0.47], [0.02, -0.04, 0.07], [0.00, 0.09, -0.08], [0.03, -0.02, -0.01], [-0.03, 0.00, 0.00], [-0.02, 0.03, 0.00], [0.01, -0.05, 0.00], [0.08, 0.10, 0.07], [-0.08, 0.02, 0.10], [-0.02, -0.03, -0.01], [-0.01, -0.01, 0.00], [-0.01, -0.01, 0.01], [0.10, -0.01, 0.02], [0.05, 0.04, -0.07], [0.05, -0.15, -0.04], [0.03, -0.01, -0.01], [-0.02, 0.02, 0.02], [-0.03, 0.00, 0.02], [-0.07, 0.12, 0.03]], "mulliken_charge": [-1.409, -0.045, -0.186, 0.869, 1.388, -1.045, -0.461, -0.588, 1.388, -1.453, -0.322, 0.377, 0.331, 0.274, 0.361, 0.276, -0.586, -0.657, -0.401, 0.200, 0.433, -0.005, 0.190, -0.075, -0.043, -0.517, 0.253, 0.432, 0.294, -0.700, -0.194, 0.228, 0.257, 0.280, 0.269, -0.490, -0.497, 0.206, 0.295, 0.198, 0.286, -0.521, -0.480, 0.270, 0.278, 0.147, 0.248, -0.305, -0.503, 0.204, 0.292, 0.024, 0.286, -0.671, -0.473, 0.250, 0.238, 0.278, 0.195, -0.458, -0.464, 0.220, 0.289, 0.119, 0.255, -0.730, -0.519, 0.258, 0.263, 0.294, 0.402, -0.489, -0.472, 0.160, 0.273, 0.275, 0.276, -0.544, -0.508, 0.250, 0.241, 0.237, 0.313, -0.631, -0.382, 0.225, 0.248, 0.267, 0.161], "multiplicity": 1, "charge": -1}


Here are the calculated E_LUMO numbers, same order: -0.29, 0.24, 2.44 (eV).
Here are the calculated frontier orbital gap numbers, same order: 0.301, 0.347, 0.247 (Eh).